1.
{"formula": "C6H14O", "method": "ωB97M-V/def2-TZVPD", "homo_ev": [-8.77, -9.01], "de_lowest_kcal_mol": 120.4, "largest_force_ha_per_bohr": 0.059, "gap_ev": [8.7, 9.1], "multiplicity": 1, "elements": ["C", "C", "C", "C", "C", "C", "O", "H", "H", "H", "H", "H", "H", "H", "H", "H", "H", "H", "H", "H", "H"], "positions_angstrom": [[3.02522, 1.15415, 0.77990], [2.07083, 0.78014, -0.33031], [1.06509, -0.32416, 0.04055], [-0.31059, -0.05241, -0.56295], [-1.42131, -0.94235, -0.01830], [-2.78203, -0.45356, -0.47886], [-3.77383, -1.30912, 0.05223], [2.37251, 1.64550, 2.50482], [4.08474, 1.25810, 0.54273], [2.97213, 0.68340, 1.68960], [1.52172, 1.65635, -0.69106], [2.65839, 0.45076, -1.20990], [1.42725, -1.31587, -0.27097], [0.97938, -0.35976, 1.13348], [-0.26602, -0.13412, -1.65972], [-0.56262, 0.99551, -0.34607], [-1.28658, -1.98491, -0.33247], [-1.40042, -0.93402, 1.07913], [-2.92440, 0.58484, -0.13453], [-2.81448, -0.43712, -1.58136], [-4.63499, -0.96134, -0.20594]]}

***

2.
{"formula": "C6H14O", "method": "ωB97M-V/def2-TZVPD", "homo_ev": -8.77, "de_lowest_kcal_mol": 25.6, "largest_force_ha_per_bohr": 0.033, "gap_ev": 9.7, "smiles": "C/C=C(\\C)CC.O", "multiplicity": 1, "elements": ["C", "C", "C", "C", "C", "C", "H", "H", "H", "H", "H", "H", "H", "H", "H", "H", "H", "H", "H", "H", "O"], "positions_angstrom": [[2.50358, 1.39740, 1.01389], [1.03658, 1.04014, 0.71236], [0.92304, -0.34889, 0.10678], [0.35341, -0.46253, -1.09039], [0.01574, -1.72584, -1.80779], [1.41382, -1.49312, 0.96426], [2.49171, 2.39535, 1.46897], [3.07357, 1.54618, 0.11498], [3.00864, 0.78215, 1.75521], [0.45499, 1.18226, 1.62402], [0.69029, 1.72386, -0.06016], [0.08701, 0.45060, -1.61781], [-1.04692, -1.99831, -1.76938], [0.11190, -1.61296, -2.89236], [0.58916, -2.56045, -1.45986], [0.55212, -2.06317, 1.31388], [1.91184, -1.00742, 1.79868], [2.08972, -2.25054, 0.56776], [-7.31713, 2.19248, -0.06421], [-6.07826, 1.28547, -0.09213], [-6.86481, 1.52734, -0.58668]]}

***

3.
{"formula": "C6H14O2", "method": "ωB97M-V/def2-TZVPD", "homo_ev": [0.49, -2.52], "charge": -1, "de_lowest_kcal_mol": 11.3, "s2": 0.77, "largest_force_ha_per_bohr": 0.021, "gap_ev": [3.1, 6.0], "multiplicity": 2, "elements": ["C", "C", "C", "C", "C", "C", "H", "H", "H", "H", "H", "H", "H", "H", "H", "H", "H", "H", "O", "H", "H", "O"], "positions_angstrom": [[-1.64624, -1.57406, -1.28096], [-0.80085, -0.35445, -1.63865], [-0.44918, -0.12646, -2.94687], [1.03473, 2.11332, 0.74285], [0.65533, 1.34779, -0.50247], [-0.47302, 0.52833, -0.55911], [-2.58826, -1.26036, -0.80502], [-1.71389, -2.22252, -2.15561], [-1.12240, -2.14732, -0.51119], [-0.61593, -0.84595, -3.74013], [0.00266, 0.79761, -3.27778], [1.88257, 1.64614, 1.27971], [0.15936, 2.19527, 1.40055], [1.34794, 3.13048, 0.50254], [1.24312, 1.52166, -1.39902], [-1.03249, 0.42396, 0.36933], [0.58928, 0.89636, 3.53645], [0.89106, -0.61317, 3.53662], [0.17104, 0.02378, 3.48460], [0.26692, -1.26816, 1.46053], [1.04492, -2.57019, 1.13195], [1.15333, -1.64208, 1.37168]]}

***

4.
{"formula": "C6H14O2", "method": "ωB97M-V/def2-TZVPD", "homo_ev": -9.04, "de_lowest_kcal_mol": 54.5, "largest_force_ha_per_bohr": 0.046, "gap_ev": 9.8, "smiles": "C=CC/C=C/C.O.O", "multiplicity": 1, "elements": ["C", "C", "C", "C", "C", "C", "H", "H", "H", "H", "H", "H", "H", "H", "H", "H", "H", "H", "O", "H", "H", "O"], "positions_angstrom": [[2.73587, 0.75075, -0.03244], [2.98134, 0.12489, 1.11878], [1.58965, 0.35073, -0.97311], [0.42389, -0.17994, -0.19060], [-0.14234, -1.37835, -0.41488], [-1.48322, -1.76617, 0.09536], [3.37938, 1.59250, -0.27424], [3.96832, 0.24236, 1.54440], [2.31568, -0.61974, 1.53923], [1.95128, -0.44786, -1.62436], [1.31270, 1.23668, -1.54121], [-0.06384, 0.44568, 0.55404], [0.47364, -2.10014, -0.94204], [-1.51602, -2.24007, 1.09533], [-2.12043, -2.51774, -0.38044], [-2.14031, -0.91256, 0.19598], [-2.66343, 1.75217, 2.04886], [-2.40469, 0.88113, 0.86367], [-2.05671, 1.06822, 1.74374], [-1.66812, 0.00586, -1.47181], [-3.04744, 0.57441, -1.92615], [-2.26511, 0.75604, -1.40280]]}

***

5.
{"formula": "C6H14O2P", "method": "ωB97M-V/def2-TZVPD", "homo_ev": [-2.70, -2.70], "charge": -1, "de_lowest_kcal_mol": 19.9, "largest_force_ha_per_bohr": 0.082, "gap_ev": [6.6, 6.6], "multiplicity": 1, "elements": ["C", "C", "C", "C", "C", "C", "O", "O", "P", "H", "H", "H", "H", "H", "H", "H", "H", "H", "H", "H", "H", "H", "H"], "positions_angstrom": [[1.94398, 0.88235, -1.71524], [1.91063, 1.82514, 0.68417], [-2.13932, -1.93557, 1.19471], [-1.90480, -0.03087, -0.58918], [1.11126, 1.31748, -0.47108], [-1.39674, -0.67749, 0.65310], [1.21989, -1.56532, 1.60641], [0.41823, -2.10543, -0.75182], [0.41835, -1.18324, 0.37245], [2.56538, 0.21034, -1.23973], [1.22103, 0.36352, -2.32913], [2.41232, 1.77660, -2.08268], [1.74696, 1.18369, 1.45122], [1.52919, 2.80690, 0.86329], [2.91318, 1.79846, 0.45330], [-3.30738, -1.66876, 1.30035], [-1.94798, -2.64889, 0.41555], [-1.63716, -2.26763, 2.04244], [-2.46265, 0.90480, -0.49453], [-2.49819, -0.75048, -1.15343], [-1.02969, 0.06417, -1.17433], [0.13980, 1.69367, -0.53743], [-1.22630, 0.00656, 1.50158]]}

***

6.
{"formula": "C6H14O2S2", "method": "ωB97M-V/def2-TZVPD", "homo_ev": -8.93, "de_lowest_kcal_mol": 29.1, "largest_force_ha_per_bohr": 0.033, "gap_ev": 9.4, "multiplicity": 1, "elements": ["C", "C", "C", "C", "C", "C", "O", "O", "S", "S", "H", "H", "H", "H", "H", "H", "H", "H", "H", "H", "H", "H", "H", "H"], "positions_angstrom": [[-3.23057, 0.38504, -1.16513], [-2.84623, -0.44898, 1.18571], [3.40925, -0.19711, -1.01862], [2.99883, 1.00947, 1.12896], [-2.39061, -0.49610, -0.25586], [2.83169, 0.77776, -0.33257], [-0.62599, 1.35144, 0.46657], [1.12449, -2.05849, -0.56681], [-0.64374, 0.15178, -0.35987], [0.30181, -1.45585, 0.72131], [-3.16418, 1.42132, -0.83706], [-2.88759, 0.32607, -2.19688], [-4.27377, 0.07665, -1.13406], [-2.27113, -1.14244, 1.79928], [-3.90103, -0.70161, 1.26702], [-2.70048, 0.55890, 1.57472], [4.10244, -0.88155, -0.55556], [1.97565, -1.58657, -0.67139], [3.26292, -0.30055, -2.08266], [3.59553, 0.22784, 1.59209], [2.02173, 1.05397, 1.60776], [3.48264, 1.97163, 1.29615], [-2.33702, -1.51694, -0.63657], [2.16536, 1.47435, -0.82652]]}

***

7.
{"formula": "C6H14O3Sm", "method": "ωB97M-V/def2-TZVPD", "homo_ev": [-16.04, -16.06], "charge": 2, "de_lowest_kcal_mol": 104.2, "s2": 12.01, "largest_force_ha_per_bohr": 0.127, "gap_ev": [7.4, 7.5], "multiplicity": 7, "elements": ["H", "C", "H", "H", "H", "C", "O", "C", "C", "O", "C", "C", "O", "H", "H", "H", "H", "H", "H", "H", "H", "H", "H", "Sm"], "positions_angstrom": [[2.79522, 0.90544, 2.36964], [1.70132, 0.92909, 2.44130], [1.37369, 1.54791, 3.28204], [1.29884, -0.07716, 2.59792], [1.43875, 1.81018, 1.49252], [-3.71761, -0.71223, -0.90646], [-2.40259, -0.20589, -0.69233], [-1.33753, -1.16505, -0.73592], [-0.06829, -0.51551, -0.22235], [0.96367, -1.04127, -1.00944], [2.19036, -0.41304, -0.72690], [1.86442, 1.06881, -0.64040], [0.72643, 1.07114, 0.30023], [-4.40281, 0.14037, -0.91452], [-3.75426, -1.22483, -1.87659], [-3.96397, -1.38508, -0.07498], [-1.24388, -1.57053, -1.75266], [-1.63362, -1.96408, -0.04198], [-0.00582, -0.86643, 0.82286], [2.88845, -0.59501, -1.55128], [2.56667, -0.79759, 0.23426], [1.83229, 1.50620, -1.64227], [2.60124, 1.73188, -0.17840], [-1.71100, 1.82268, -0.57430]]}

***

8.
{"formula": "C6H14OSi", "method": "ωB97M-V/def2-TZVPD", "homo_ev": -9.55, "de_lowest_kcal_mol": 15.1, "largest_force_ha_per_bohr": 0.048, "gap_ev": 10.5, "smiles": "C[Si]1(C)CCCCO1", "multiplicity": 1, "elements": ["O", "C", "C", "C", "C", "C", "C", "Si", "H", "H", "H", "H", "H", "H", "H", "H", "H", "H", "H", "H", "H", "H"], "positions_angstrom": [[0.15846, 1.48921, -0.44711], [0.28828, 0.95110, -1.73771], [1.37290, -0.15615, -1.80277], [0.78435, -1.44518, -1.18081], [-2.30304, 0.20118, 0.71534], [0.22817, 0.95668, 2.41059], [0.43936, -1.23601, 0.31761], [-0.40951, 0.38886, 0.70587], [-0.69558, 0.55619, -2.03247], [0.68392, 1.87634, -2.20776], [1.87155, -0.30722, -2.77131], [2.03477, 0.20926, -0.96155], [1.36799, -2.31822, -1.45073], [-0.14603, -1.67182, -1.66539], [-2.65803, 1.23690, 0.47721], [-2.62926, -0.53981, -0.03281], [-2.59425, -0.03972, 1.76606], [1.29352, 1.43534, 2.40404], [0.34495, 0.13120, 3.14643], [-0.51794, 1.65468, 2.81526], [-0.29170, -1.98932, 0.67458], [1.37710, -1.38347, 0.85742]]}